DFT (the ωB97M-V functional and the def2-TZVPD basis) results for a molecular structure, C45H44BiN6O5Si.

Results
- Max |F|: 0.7 eV Å⁻¹
- Net charge: +1
- Kohn-Sham gap: 7.98 eV
- 2S+1: 1
- HOMO level: -11.05 eV
- Total energy: -2950.01613 Ha

Each line ends with the Mulliken charge.
Positions of all 102 atoms, in Å:
Bi  -0.8234  0.8593  -0.4474  2.385
O  -2.9077  5.4645  0.3003  -0.459
C  -2.1474  4.3737  0.2282  0.112
O  -2.1781  3.5905  -0.6882  -0.493
C  -1.2460  4.2100  1.4209  0.368
C  -1.2909  5.0369  2.5343  -0.719
C  -0.4517  4.7388  3.5964  -0.817
C  0.3926  3.6418  3.5079  -0.514
C  0.3657  2.8868  2.3445  0.652
N  -0.4311  3.1711  1.3236  0.350
C  1.2924  1.7229  2.0820  0.161
O  1.8571  1.1276  3.1205  -0.582
O  1.5602  1.3894  0.9498  -0.559
H  -3.4706  5.4866  -0.4937  0.441
H  -1.9672  5.8780  2.5659  0.588
H  -0.4525  5.3567  4.4837  0.487
H  1.0607  3.3914  4.3206  0.616
H  1.3683  1.2782  3.9535  0.229
C  1.7022  -5.8465  -2.1856  -2.161
C  2.2772  -4.5645  -2.7852  1.857
C  3.7850  -4.5137  -2.4990  -1.511
C  2.0373  -4.5748  -4.3025  -1.572
C  1.6269  -3.3208  -2.1953  0.490
C  0.6610  -3.3625  -1.1996  -0.668
C  0.1097  -2.1867  -0.7326  -1.015
N  0.4683  -0.9883  -1.1935  -0.069
C  1.4211  -0.9123  -2.1438  -0.385
C  1.9989  -2.0554  -2.6529  -0.579
C  1.8150  0.4542  -2.6068  0.118
C  2.8977  0.6913  -3.4314  -0.444
C  3.2305  1.9948  -3.8001  0.329
C  2.4350  3.0147  -3.2921  -0.639
C  1.3688  2.7001  -2.4687  -0.813
N  1.0601  1.4513  -2.1395  -0.070
C  4.4166  2.2416  -4.7257  1.918
C  5.6786  1.6237  -4.1092  -1.566
C  4.1214  1.5730  -6.0769  -1.550
C  4.6622  3.7321  -4.9543  -2.168
H  2.1754  -6.7066  -2.6588  0.439
H  0.6274  -5.9289  -2.3545  0.415
H  1.8924  -5.9153  -1.1133  0.395
H  4.2702  -5.3824  -2.9450  0.438
H  3.9825  -4.5270  -1.4264  0.379
H  4.2499  -3.6212  -2.9193  0.323
H  2.4601  -5.4837  -4.7309  0.456
H  2.5097  -3.7258  -4.7973  0.328
H  0.9716  -4.5540  -4.5342  0.379
H  0.3173  -4.2934  -0.7764  0.603
H  -0.6427  -2.1882  0.0479  0.495
H  2.7455  -1.9687  -3.4263  0.509
H  3.5017  -0.1299  -3.7854  0.456
H  2.6358  4.0503  -3.5184  0.528
H  0.7314  3.4748  -2.0580  0.554
H  5.5937  0.5427  -3.9938  0.326
H  5.8910  2.0547  -3.1298  0.364
H  6.5333  1.8181  -4.7577  0.463
H  4.0331  0.4900  -5.9801  0.338
H  4.9330  1.7804  -6.7746  0.441
H  3.1951  1.9522  -6.5107  0.377
H  4.8842  4.2549  -4.0224  0.418
H  3.8103  4.2177  -5.4326  0.414
H  5.5204  3.8560  -5.6142  0.442
O  -1.0624  -0.2481  1.3063  0.320
Si  -2.0255  -0.5405  2.6030  -0.587
C  -2.6106  -2.3017  2.5965  0.812
C  -2.7530  -3.0212  3.7862  -0.208
C  -3.2723  -4.3092  3.7851  -0.799
C  -3.6567  -4.9004  2.5906  -0.464
C  -3.5275  -4.2013  1.3978  -0.981
C  -3.0107  -2.9140  1.4049  -0.288
C  -3.5070  0.6072  2.6248  0.205
C  -3.7056  1.6319  1.7007  0.764
C  -4.8119  2.4702  1.7584  -1.189
C  -5.7475  2.3013  2.7666  -0.540
C  -5.5779  1.2857  3.6982  -0.852
C  -4.4754  0.4486  3.6223  -0.119
C  -1.0034  -0.2084  4.1368  0.627
C  -1.1383  0.9661  4.8840  -0.158
C  -0.2809  1.2445  5.9463  -0.955
C  0.7127  0.3356  6.2930  -0.556
C  0.8450  -0.8493  5.5788  -0.876
C  0.0008  -1.1096  4.5098  -0.067
H  -2.4439  -2.5788  4.7265  0.407
H  -3.3743  -4.8524  4.7153  0.421
H  -4.0637  -5.9026  2.5893  0.399
H  -3.8412  -4.6541  0.4665  0.473
H  -2.9419  -2.3715  0.4664  0.303
H  -3.0007  1.7833  0.8905  -0.142
H  -4.9565  3.2411  1.0117  0.461
H  -6.6152  2.9452  2.8166  0.414
H  -6.3164  1.1376  4.4750  0.428
H  -4.3744  -0.3515  4.3479  0.401
H  -1.9118  1.6803  4.6283  0.411
H  -0.4017  2.1576  6.5157  0.482
H  1.3710  0.5429  7.1262  0.396
H  1.6149  -1.5597  5.8483  0.421
H  0.1317  -2.0284  3.9498  0.432
N  -6.7917  0.5144  -2.6459  -0.500
C  -5.8302  0.0006  -2.2728  0.445
N  -4.7739  -0.6377  -1.8155  -0.600
C  -3.5852  -0.3534  -1.6854  0.788
N  -2.4132  -0.2228  -1.5401  -0.954